1.
{"formula": "C4H11NO", "method": "ωB97M-V/def2-TZVPD", "elements": ["O", "N", "C", "C", "C", "C", "H", "H", "H", "H", "H", "H", "H", "H", "H", "H", "H"], "positions_angstrom": [[-2.60212, -2.05488, -0.33229], [0.87371, 0.79756, 0.86622], [1.98527, 2.28148, -0.75252], [-1.34390, -1.94219, 0.13304], [1.28828, 2.14829, 0.60907], [-0.34726, -1.48861, -0.62965], [2.05394, 2.42674, 1.34642], [2.12562, 3.33929, -1.01149], [1.54683, 1.74725, -1.57933], [0.43112, 2.82285, 0.69847], [1.46119, 0.21398, 1.45801], [-0.35534, -1.51892, -1.71831], [-1.21525, -2.10784, 1.19724], [3.03586, 1.97042, -0.72344], [0.66513, -1.29412, -0.30989], [-0.11145, 0.62881, 1.03775], [-2.94128, -2.94365, -0.13531]], "forces_ev_per_a": [[0.43, -0.81, -0.40], [-0.46, 0.34, 1.24], [1.50, 0.71, -0.51], [-0.19, 0.78, 0.44], [0.28, 0.22, -0.37], [1.08, -0.08, -1.22], [-0.25, -0.16, 0.09], [-0.64, -0.14, 0.11], [-0.61, -0.04, -0.06], [0.07, -0.29, -0.16], [0.20, -0.15, -0.45], [-0.77, 0.45, 0.15], [0.02, -0.16, 0.15], [-0.24, -0.44, 0.37], [-0.02, -0.49, 0.69], [-0.08, -0.05, -0.27], [-0.28, 0.33, 0.20]], "nbo_charge": [-0.6445, -0.3719, -0.6182, 0.1991, -0.2788, -0.4597, 0.2583, 0.2572, 0.2371, 0.2437, 0.4106, 0.2363, 0.1721, 0.2339, 0.2019, 0.4167, 0.5061], "homo_lumo_gap_ev": [10.75, 4.89], "multiplicity": 2, "total_charge": 1, "relative_energy_kj_mol": 244.8, "e_homo_ha": [-0.5119, -0.4886], "e_lumo_ev": [-3.177, -8.402]}

2.
{"formula": "C2H3Cl2NS", "method": "ωB97M-V/def2-TZVPD", "elements": ["Cl", "Cl", "S", "N", "C", "C", "H", "H", "H"], "positions_angstrom": [[0.95438, -2.62438, 3.47519], [1.42037, -2.74234, -1.00756], [1.59233, -3.53842, 1.79731], [0.77459, -1.02479, 1.09934], [1.21396, -2.25156, 0.64177], [0.02039, -0.05459, 0.26355], [-0.11106, 0.82653, 0.82663], [-0.92552, -0.35813, -0.16259], [0.71627, 0.33629, -0.61581]], "forces_ev_per_a": [[0.17, -0.39, 0.05], [-0.17, 0.01, 0.19], [-0.01, 0.69, -0.24], [0.61, -5.35, -2.28], [-2.24, 5.88, 2.13], [3.50, -0.04, -2.27], [-0.36, 0.79, 1.00], [-0.10, -0.62, 0.07], [-1.42, -0.97, 1.34]], "nbo_charge": [-0.1004, 0.0273, 0.3477, -0.4392, -0.0006, -0.4430, 0.2097, 0.2107, 0.1880], "smiles": "C/N=C(\\Cl)SCl", "homo_lumo_gap_ev": 9.11, "multiplicity": 1, "relative_energy_kj_mol": 118.3, "e_homo_ha": -0.3387, "e_lumo_ev": -0.110}